No. 1
Entry from the OMol25 dataset: a molecular structure, C20H20N3OSZr at a distorted geometry (ωB97M-V/def2-TZVPD).

Its HOMO-LUMO gap is 0.2817 Ha. As for the net charge: +3. As for the relative energy (zero: lowest compared OMol25 entry of this formula, charge and spin): 2.0 kcal per mole.

Last column: Löwdin charge in e.
Geometry (Å):
1 Zr 0.02 -0.56 0.13  1.61
2 C -2.36 3.10 1.22  0.02
3 C -1.71 1.87 1.30  -0.06
4 N -1.19 1.26 0.24  -0.08
5 C -1.30 1.85 -1.00  -0.14
6 C -1.94 3.08 -1.16  -0.10
7 C -2.47 3.70 -0.01  0.08
8 C -2.06 3.67 -2.46  0.04
9 C -1.55 3.05 -3.55  0.04
10 C -0.88 1.79 -3.41  -0.10
11 C -0.34 1.11 -4.53  0.08
12 C 0.31 -0.09 -4.37  0.02
13 C 0.41 -0.62 -3.09  -0.07
14 N -0.09 -0.01 -2.01  -0.08
15 C -0.75 1.19 -2.16  -0.14
16 H -2.76 3.55 2.11  0.14
17 H -1.61 1.37 2.26  0.14
18 H -2.97 4.65 -0.11  0.15
19 H -2.56 4.62 -2.55  0.14
20 H -1.65 3.48 -4.53  0.14
21 H -0.44 1.56 -5.51  0.15
22 H 0.73 -0.62 -5.21  0.14
23 H 0.92 -1.57 -2.93  0.13
24 C -0.63 -3.58 -0.64  -0.02
25 C -1.33 -2.93 0.54  -0.43
26 C -2.50 -2.05 0.13  -0.06
27 O -0.35 -2.03 1.21  -0.39
28 H -1.34 -4.20 -1.20  0.12
29 H 0.21 -4.19 -0.33  0.11
30 H -0.27 -2.83 -1.36  0.05
31 H -1.64 -3.67 1.27  0.16
32 H -2.27 -1.43 -0.77  0.07
33 H -2.82 -1.41 0.95  0.10
34 H -3.36 -2.64 -0.18  0.12
35 S 2.23 0.24 0.91  0.65
36 C 2.86 -0.47 2.41  -0.60
37 N 4.19 -0.26 2.56  0.07
38 C 4.90 -0.66 3.63  0.02
39 C 4.26 -1.33 4.65  0.02
40 C 2.91 -1.57 4.53  0.03
41 C 2.20 -1.14 3.41  -0.04
42 H 4.69 0.24 1.83  0.16
43 H 5.95 -0.41 3.62  0.16
44 H 4.83 -1.66 5.52  0.14
45 H 2.38 -2.10 5.31  0.14
46 H 1.14 -1.34 3.33  0.11

---

No. 2
Entry from the OMol25 dataset: 2 unconnected molecules or ions with the total composition C20H20N4OP at a distorted geometry (ωB97M-V/def2-TZVPD).

Its HOMO-LUMO gap is 0.2614 Ha. As for the net charge: +1.

Last column: Löwdin charge in e.
Geometry (Å):
1 C -3.58 -5.20 -0.95  0.15
2 C -3.24 -4.40 -0.12  -0.12
3 C -2.96 -3.40 0.91  -0.13
4 C -2.22 -2.22 0.34  -0.11
5 C -2.94 -1.25 -0.38  -0.01
6 N -2.45 -0.20 -0.95  0.17
7 N -1.13 -0.03 -0.79  -0.09
8 C -0.59 1.17 -1.40  -0.13
9 C -1.29 2.33 -1.30  0.09
10 C -0.31 -0.86 -0.14  -0.18
11 P 1.53 -0.43 -0.07  0.93
12 C 1.61 0.33 1.59  -0.23
13 O 2.35 -1.83 0.05  -0.28
14 C -0.85 -2.04 0.45  -0.08
15 C -0.02 -3.05 1.15  -0.22
16 C 0.50 -2.83 2.42  -0.02
17 C 1.23 -3.87 2.97  -0.03
18 C 1.43 -5.03 2.24  -0.12
19 N 0.94 -5.26 1.03  0.11
20 C 0.21 -4.27 0.53  -0.10
21 H -3.65 -5.84 -1.80  0.04
22 H -2.33 -3.86 1.67  0.12
23 H -3.86 -3.05 1.43  0.14
24 H -4.02 -1.38 -0.48  0.15
25 H 0.31 1.07 -1.99  0.10
26 H -0.87 3.23 -0.85  0.04
27 H -2.30 2.38 -1.70  0.08
28 H 0.80 0.03 2.25  0.03
29 H 1.52 1.40 1.41  0.04
30 H 2.58 0.11 2.04  0.06
31 H 2.54 -2.18 -0.83  0.07
32 H 0.33 -1.92 2.97  0.11
33 H 1.65 -3.78 3.97  0.11
34 H 2.02 -5.82 2.68  0.12
35 H -0.23 -4.44 -0.45  0.13
36 N 0.67 4.83 -0.97  0.03
37 C 1.94 5.01 -0.64  -0.15
38 C 2.74 6.02 -1.16  -0.06
39 C 2.18 6.89 -2.09  -0.06
40 C 0.85 6.71 -2.45  -0.06
41 C 0.14 5.67 -1.86  -0.15
42 H 2.35 4.32 0.09  0.10
43 H 3.77 6.12 -0.85  0.11
44 H 2.76 7.68 -2.52  0.11
45 H 0.37 7.36 -3.17  0.11
46 H -0.90 5.50 -2.11  0.10

---

No. 3
Entry from the OMol25 dataset: a molecular structure, C20H21AsBCuF4NO6P2 (ωB97M-V/def2-TZVPD).

Its HOMO-LUMO gap (spin up / spin down) is 0.3060 / 0.2348 Ha. As for the net charge: 0. The expectation value of S² is 0.754. As for the relative energy (zero: lowest compared OMol25 entry of this formula, charge and spin): 0.0 kcal per mole. As for the multiplicity: 2.

Last column: Löwdin charge in e.
Geometry (Å):
1 Cu 0.18 0.18 -0.08  0.56
2 N -1.09 -1.60 3.17  0.18
3 C 0.13 -0.68 3.21  -0.48
4 C 0.73 -0.61 4.60  -0.07
5 P 1.31 -1.44 1.99  0.33
6 O 1.35 -2.91 2.66  -0.13
7 O 2.62 -0.79 1.96  -0.26
8 O 0.46 -1.58 0.70  -0.33
9 P -0.58 0.93 2.58  0.31
10 O -1.49 1.28 3.87  -0.13
11 O 0.46 1.94 2.34  -0.30
12 O -1.45 0.45 1.44  -0.32
13 H -0.82 -2.59 3.17  0.15
14 H -1.60 -1.36 2.30  0.14
15 H -1.69 -1.41 3.97  0.16
16 H 1.07 -1.59 4.94  0.08
17 H 0.02 -0.20 5.32  0.08
18 H 1.59 0.05 4.56  0.10
19 H 2.14 -3.40 2.42  0.09
20 H -2.01 2.09 3.76  0.09
21 C 5.69 2.12 2.95  -0.09
22 C 4.48 2.75 3.17  -0.08
23 C 3.44 2.61 2.26  -0.10
24 C 3.62 1.83 1.12  -0.35
25 C 4.84 1.21 0.90  -0.10
26 C 5.87 1.35 1.81  -0.08
27 As 2.18 1.67 -0.16  1.44
28 C 3.15 1.61 -1.82  -0.30
29 C 3.75 0.51 -2.42  -0.09
30 C 4.40 0.68 -3.63  -0.08
31 C 4.43 1.93 -4.24  -0.07
32 C 3.80 3.01 -3.66  -0.02
33 C 3.15 2.86 -2.44  -0.18
34 C 2.41 3.92 -1.71  -0.18
35 C 2.29 5.24 -2.12  -0.02
36 C 1.54 6.13 -1.36  -0.07
37 C 0.91 5.71 -0.20  -0.07
38 C 1.02 4.39 0.22  -0.08
39 C 1.78 3.51 -0.54  -0.28
40 H 6.50 2.23 3.66  0.10
41 H 4.33 3.36 4.06  0.10
42 H 2.49 3.09 2.45  0.08
43 H 5.00 0.60 0.01  0.09
44 H 6.82 0.86 1.63  0.10
45 H 3.72 -0.47 -1.95  0.11
46 H 4.88 -0.17 -4.11  0.10
47 H 4.93 2.05 -5.20  0.10
48 H 3.81 3.97 -4.16  0.11
49 H 2.77 5.58 -3.03  0.11
50 H 1.44 7.16 -1.68  0.10
51 H 0.32 6.41 0.38  0.10
52 H 0.53 4.04 1.12  0.09
53 F 0.41 0.43 -2.53  0.11
54 B -0.88 0.89 -2.23  -1.22
55 F -0.64 1.85 -1.13  0.04
56 F -1.53 -0.18 -1.54  0.10
57 F -1.58 1.41 -3.25  0.22

---

No. 4
Entry from the OMol25 dataset: 2 unconnected molecules or ions with the total composition C20H21Br2N4 at a distorted geometry (ωB97M-V/def2-TZVPD).

Its HOMO-LUMO gap is 0.2241 Ha. As for the net charge: +1.

Last column: Löwdin charge in e.
Geometry (Å):
1 Br 5.69 -2.21 3.70  0.82
2 C 4.35 -1.49 2.58  -0.65
3 C 4.01 -0.13 2.68  -0.09
4 C 3.02 0.39 1.85  -0.01
5 C 2.31 -0.43 0.93  -0.21
6 C 1.28 0.13 0.09  0.02
7 C 0.90 -0.52 -1.10  -0.06
8 C -0.05 -0.03 -1.98  0.04
9 C -0.49 -0.67 -3.18  -0.20
10 C -1.31 0.04 -4.10  0.00
11 C -1.79 -0.56 -5.26  -0.09
12 C -1.46 -1.90 -5.54  -0.66
13 Br -2.14 -2.73 -7.10  0.81
14 C -0.64 -2.62 -4.66  -0.09
15 C -0.16 -2.02 -3.50  0.01
16 C 2.68 -1.80 0.85  0.01
17 C 3.70 -2.32 1.65  -0.09
18 H 4.51 0.50 3.40  0.11
19 H 2.78 1.46 1.89  0.13
20 H 1.00 1.17 0.23  0.13
21 H 1.45 -1.42 -1.39  0.10
22 H -0.50 0.94 -1.74  0.09
23 H -1.56 1.08 -3.89  0.11
24 H -2.42 0.00 -5.95  0.11
25 H -0.39 -3.65 -4.89  0.11
26 H 0.47 -2.59 -2.81  0.11
27 H 2.17 -2.46 0.15  0.12
28 H 3.97 -3.37 1.57  0.11
29 N -2.57 3.51 -2.35  0.23
30 N -2.37 2.85 -1.43  -0.21
31 N -2.03 1.99 -0.60  0.02
32 C -2.51 2.30 0.75  -0.16
33 C -2.06 1.21 1.71  -0.35
34 C -2.18 1.68 3.16  -0.13
35 C -1.10 0.89 3.92  -0.14
36 C -0.16 0.32 2.84  -0.19
37 N -0.70 0.71 1.53  -0.04
38 H -2.15 3.29 1.11  0.13
39 H -3.61 2.30 0.80  0.13
40 H -2.75 0.36 1.54  0.15
41 H -1.98 2.75 3.22  0.11
42 H -3.19 1.49 3.54  0.12
43 H -0.55 1.53 4.61  0.11
44 H -1.55 0.06 4.47  0.11
45 H 0.84 0.77 2.93  0.08
46 H -0.02 -0.77 2.94  0.13
47 H -0.71 -0.05 0.85  0.09

---

No. 5
Entry from the OMol25 dataset: C20H21ClN6O2 in the gas phase at a distorted geometry (ωB97M-V/def2-TZVPD).

Its HOMO-LUMO gap is 0.2975 Ha. As for the net charge: 0. As for the relative energy (zero: lowest compared OMol25 entry of this formula, charge and spin): 51.1 kcal per mole. As for the SMILES: Cc1cnc(C(=O)N2CCC[C@@H](Nc3cnc(Cl)cn3)[C@@H]2C)c(-c2ncco2)c1.

Last column: Löwdin charge in e.
Geometry (Å):
1 C 2.96 3.78 1.40  -0.05
2 C 2.03 2.61 1.28  -0.17
3 C 1.81 1.85 0.12  -0.15
4 N 1.06 0.89 0.13  0.12
5 C 0.59 0.37 1.31  -0.11
6 C -0.12 -0.93 1.34  -0.35
7 O 0.48 -1.89 1.76  0.12
8 N -1.37 -1.06 0.59  -0.01
9 C -2.27 0.01 0.34  -0.22
10 C -2.29 0.61 -1.00  -0.19
11 C -2.29 -0.48 -2.10  -0.13
12 C -1.19 -1.57 -1.83  -0.17
13 N 0.30 -1.07 -1.89  0.11
14 C 0.96 -0.89 -3.09  -0.33
15 C 2.17 -0.15 -3.08  -0.06
16 N 2.86 0.10 -4.22  0.06
17 C 2.31 -0.39 -5.33  -0.63
18 Cl 3.19 -0.10 -6.95  0.51
19 C 1.08 -1.10 -5.31  -0.13
20 N 0.31 -1.18 -4.20  0.13
21 C -1.46 -2.16 -0.40  -0.28
22 C -2.77 -2.97 -0.22  -0.03
23 C 0.74 1.03 2.52  -0.06
24 C 0.30 0.49 3.87  -0.21
25 N 0.82 0.93 4.98  0.12
26 C 0.21 0.22 6.04  -0.10
27 C -0.82 -0.49 5.52  -0.07
28 O -0.72 -0.49 4.12  0.03
29 C 1.48 2.20 2.54  0.05
30 H 3.31 4.05 0.47  0.04
31 H 2.64 4.71 1.86  0.09
32 H 3.87 3.45 1.93  0.10
33 H 2.14 2.32 -0.82  0.14
34 H -2.20 0.88 1.00  0.14
35 H -3.21 -0.54 0.42  0.12
36 H -3.31 1.17 -1.05  0.15
37 H -1.47 1.26 -1.05  0.08
38 H -3.28 -0.91 -2.11  0.10
39 H -2.14 0.04 -3.09  0.12
40 H -1.37 -2.38 -2.53  0.12
41 H 0.68 -0.56 -1.10  0.07
42 H 2.64 0.17 -2.14  0.10
43 H 0.68 -1.50 -6.24  0.10
44 H -0.69 -2.86 -0.10  0.13
45 H -3.66 -2.42 -0.54  0.07
46 H -2.83 -3.22 0.84  0.09
47 H -2.64 -3.90 -0.79  0.09
48 H 0.35 0.35 7.11  0.11
49 H -1.47 -1.03 6.20  0.12
50 H 1.60 2.75 3.48  0.13

---

No. 6
Entry from the OMol25 dataset: C20H21F3N2O5S in the gas phase at a distorted geometry (ωB97M-V/def2-TZVPD).

Its HOMO-LUMO gap is 0.3472 Ha. As for the net charge: 0. As for the relative energy (zero: lowest compared OMol25 entry of this formula, charge and spin): 0.0 kcal per mole. As for the SMILES: Cc1cc(S(=O)(=O)N2CCOCC2)ccc1OCC(=O)Nc1ccccc1C(F)(F)F.

Last column: Löwdin charge in e.
Geometry (Å):
1 C -0.83 0.67 2.98  -0.01
2 C -0.40 0.77 1.55  -0.19
3 C 0.75 1.44 1.17  -0.03
4 C 1.12 1.49 -0.16  -0.27
5 S 2.59 2.41 -0.62  0.67
6 O 3.47 2.46 0.52  -0.28
7 O 3.07 1.90 -1.86  -0.28
8 N 2.12 3.98 -0.91  -0.23
9 C 1.77 4.82 0.21  -0.16
10 C 0.25 4.87 0.42  -0.18
11 O -0.41 5.24 -0.78  -0.12
12 C -0.13 4.34 -1.82  -0.18
13 C 1.37 4.27 -2.11  -0.16
14 C 0.37 0.88 -1.13  -0.06
15 C -0.79 0.20 -0.78  0.02
16 C -1.18 0.16 0.55  -0.22
17 O -2.31 -0.48 1.01  -0.05
18 C -3.16 -1.09 0.07  -0.08
19 C -2.59 -2.35 -0.59  -0.45
20 O -3.03 -2.76 -1.64  0.09
21 N -1.59 -2.90 0.14  0.17
22 C -0.82 -4.02 -0.15  -0.14
23 C -1.20 -4.93 -1.13  0.01
24 C -0.42 -6.05 -1.38  -0.06
25 C 0.74 -6.28 -0.67  -0.07
26 C 1.14 -5.38 0.31  -0.01
27 C 0.37 -4.25 0.57  -0.06
28 C 0.83 -3.27 1.60  -0.56
29 F -0.06 -3.09 2.60  0.13
30 F 1.03 -2.04 1.08  0.15
31 F 1.98 -3.62 2.19  0.15
32 H -0.77 -0.36 3.32  0.08
33 H -1.86 0.99 3.09  0.09
34 H -0.19 1.28 3.62  0.08
35 H 1.39 1.90 1.91  0.13
36 H 2.28 4.42 1.09  0.12
37 H 2.14 5.83 0.01  0.13
38 H -0.02 5.63 1.15  0.13
39 H -0.12 3.89 0.75  0.11
40 H -0.67 4.71 -2.69  0.13
41 H -0.51 3.34 -1.56  0.11
42 H 1.61 3.49 -2.83  0.12
43 H 1.71 5.23 -2.50  0.13
44 H 0.70 0.91 -2.16  0.12
45 H -1.36 -0.29 -1.55  0.12
46 H -3.49 -0.39 -0.71  0.14
47 H -4.05 -1.39 0.64  0.15
48 H -1.37 -2.38 0.99  0.13
49 H -2.10 -4.75 -1.69  0.10
50 H -0.73 -6.74 -2.15  0.11
51 H 1.35 -7.15 -0.87  0.10
52 H 2.04 -5.54 0.87  0.12

---

- Number 4 is which compound?
  C20H21Br2N4